Below is C45H60BrNO6S3SiTeW as an isolated structure, with properties calculated with wB97M-V/def2-TZVPD.

The calculation puts the electronic energy at -180962.271 eV. The calculation puts the frontier orbital gap (spin up / spin down) at 5.5 / 5.9 eV. Its HOMO energy (spin up / spin down) is -5.62 / -6.08 eV. Its spin multiplicity is 3. The value obtained for the relative energy (zero: lowest compared OMol25 entry of this formula, charge and spin) is 10.2 kcal/mol.

Last column: Löwdin spin population.
Atoms and positions in Å:
W (0.22, -1.34, 0.66)  1.718
O (-1.53, -1.68, 2.89)  0.039
C (-0.69, -1.77, 4.01)  0.002
C (0.48, -2.64, 3.66)  0.005
C (1.04, -3.45, 4.65)  -0.001
C (2.16, -4.21, 4.37)  0.004
C (2.70, -4.17, 3.08)  -0.001
C (2.10, -3.36, 2.14)  0.005
N (1.02, -2.58, 2.42)  0.000
H (-1.94, -0.81, 2.83)  0.003
H (-1.21, -2.20, 4.88)  0.000
H (-0.27, -0.79, 4.28)  0.001
H (0.57, -3.46, 5.62)  0.000
H (2.60, -4.83, 5.13)  0.000
H (3.55, -4.76, 2.80)  0.000
H (2.47, -3.33, 1.13)  0.001
Te (0.61, 0.83, 1.99)  0.006
Br (0.97, -2.20, -6.18)  0.001
C (0.76, -1.82, -4.34)  0.005
C (-0.40, -2.20, -3.69)  0.000
C (-0.54, -1.92, -2.34)  0.008
C (0.44, -1.28, -1.57)  -0.004
C (1.58, -0.92, -2.29)  0.004
C (1.76, -1.16, -3.65)  -0.001
H (-1.20, -2.69, -4.23)  0.000
H (-1.49, -2.18, -1.87)  0.001
H (2.39, -0.36, -1.82)  0.000
H (2.66, -0.84, -4.15)  0.000
O (2.80, -1.28, 0.52)  0.019
S (3.92, -0.44, -0.06)  0.003
C (5.21, -0.36, 1.20)  0.001
C (4.81, 0.16, 2.54)  0.001
C (4.00, -0.60, 3.39)  0.001
C (3.62, -0.10, 4.62)  0.000
C (4.04, 1.16, 5.02)  0.000
C (4.85, 1.92, 4.19)  0.000
C (5.23, 1.41, 2.96)  0.000
C (3.41, 1.30, -0.12)  0.003
C (4.43, 2.10, -0.88)  0.000
C (4.81, 1.72, -2.17)  0.000
C (5.73, 2.46, -2.88)  0.000
C (6.28, 3.60, -2.32)  0.000
C (5.90, 4.00, -1.05)  0.000
C (4.98, 3.25, -0.33)  0.000
H (5.98, 0.26, 0.74)  0.000
H (5.60, -1.38, 1.24)  0.000
H (3.67, -1.57, 3.06)  0.000
H (2.98, -0.69, 5.26)  0.000
H (3.73, 1.55, 5.98)  0.000
H (5.18, 2.90, 4.50)  0.000
H (5.87, 2.00, 2.31)  0.000
H (3.22, 1.65, 0.89)  0.004
H (2.44, 1.27, -0.62)  -0.001
H (4.37, 0.83, -2.61)  0.000
H (6.01, 2.15, -3.88)  0.000
H (7.00, 4.19, -2.88)  0.000
H (6.31, 4.90, -0.61)  0.000
H (4.67, 3.57, 0.66)  0.000
C (-5.22, 1.96, -2.87)  0.000
C (-4.22, 0.93, -2.36)  0.000
C (-3.16, 0.64, -3.41)  0.001
C (-4.94, -0.35, -1.95)  0.001
O (-3.64, 1.51, -1.18)  -0.001
Si (-2.17, 1.37, -0.43)  0.015
S (-2.04, -0.66, 0.15)  0.049
O (-0.92, 1.78, -1.37)  0.003
C (-0.46, 3.04, -1.88)  0.000
C (0.45, 3.68, -0.84)  -0.001
C (0.32, 2.71, -3.15)  0.000
C (-1.63, 3.96, -2.19)  0.000
O (-2.27, 2.47, 0.78)  0.009
C (-3.31, 2.85, 1.67)  0.001
C (-4.30, 3.75, 0.95)  0.000
C (-2.62, 3.60, 2.80)  0.002
C (-4.02, 1.61, 2.22)  0.003
H (-5.76, 1.57, -3.73)  0.000
H (-4.71, 2.87, -3.17)  0.000
H (-5.93, 2.21, -2.09)  0.000
H (-3.63, 0.25, -4.31)  0.000
H (-2.43, -0.08, -3.06)  0.001
H (-2.63, 1.55, -3.68)  0.000
H (-5.47, -0.78, -2.80)  0.000
H (-5.66, -0.13, -1.16)  0.000
H (-4.23, -1.08, -1.57)  0.001
H (1.33, 3.06, -0.68)  0.000
H (-0.07, 3.78, 0.11)  0.000
H (0.78, 4.66, -1.17)  0.000
H (1.14, 2.02, -2.92)  0.000
H (0.75, 3.61, -3.58)  0.000
H (-0.32, 2.24, -3.88)  0.000
H (-2.15, 4.26, -1.29)  0.000
H (-2.34, 3.47, -2.86)  0.000
H (-1.26, 4.86, -2.69)  0.000
H (-3.80, 4.67, 0.62)  0.000
H (-5.12, 4.03, 1.62)  0.000
H (-4.72, 3.25, 0.08)  0.000
H (-2.13, 4.50, 2.41)  0.000
H (-1.85, 2.97, 3.24)  0.002
H (-3.33, 3.90, 3.57)  0.000
H (-4.47, 1.03, 1.42)  0.000
H (-4.80, 1.91, 2.92)  0.000
H (-3.30, 0.98, 2.75)  0.002
C (-0.57, -5.91, 0.98)  0.010
S (-0.95, -4.17, 0.77)  0.030
O (0.24, -3.61, 0.01)  0.038
C (-2.31, -4.29, -0.36)  0.001
C (-2.12, -4.83, -1.63)  0.000
C (-3.20, -4.88, -2.49)  0.000
C (-4.44, -4.41, -2.07)  0.000
C (-4.61, -3.88, -0.81)  0.000
C (-3.53, -3.80, 0.06)  0.000
H (-0.28, -6.32, 0.02)  0.001
H (-1.43, -6.43, 1.38)  0.000
H (0.26, -5.97, 1.68)  0.000
H (-1.14, -5.14, -1.96)  0.000
H (-3.08, -5.28, -3.49)  0.000
H (-5.28, -4.45, -2.76)  0.000
H (-5.57, -3.49, -0.50)  0.000
H (-3.63, -3.34, 1.04)  0.000